{"formula": "C29H46CeP2Se", "method": "wB97M-V/def2-TZVPD", "total_energy_ha": -4691.26765, "total_charge": 2, "e_above_lowest_kcal_mol": 0.0, "largest_force_ha_per_bohr": 0.04786, "homo_ev": [-12.7, -12.7], "orbital_gap_ev": [4.46, 4.45], "elements": ["Ce", "C", "C", "C", "C", "C", "C", "H", "H", "H", "C", "H", "H", "H", "C", "H", "H", "H", "C", "H", "H", "H", "C", "H", "H", "H", "C", "C", "C", "C", "C", "C", "C", "C", "H", "H", "H", "H", "H", "H", "H", "H", "H", "H", "H", "H", "P", "C", "C", "P", "C", "C", "C", "H", "H", "H", "H", "H", "H", "H", "H", "H", "H", "H", "H", "H", "H", "Se", "C", "C", "C", "C", "C", "C", "H", "H", "H", "H", "H"], "coordinates": [[0.368, 0.145, 0.111], [-1.576, -0.803, 1.657], [-1.188, -1.883, 0.796], [0.629, -1.354, 2.147], [-0.450, -0.478, 2.491], [0.179, -2.221, 1.085], [-2.949, -0.237, 1.788], [-3.494, -0.289, 0.840], [-2.915, 0.813, 2.102], [-3.545, -0.784, 2.536], [-0.404, 0.576, 3.546], [-1.315, 1.186, 3.538], [0.455, 1.254, 3.422], [-0.314, 0.124, 4.545], [1.991, -1.337, 2.753], [1.966, -1.767, 3.765], [2.393, -0.316, 2.843], [2.702, -1.921, 2.157], [0.982, -3.295, 0.436], [0.933, -4.229, 1.015], [2.041, -3.013, 0.357], [0.617, -3.517, -0.573], [-2.083, -2.641, -0.120], [-2.402, -3.599, 0.325], [-1.583, -2.875, -1.066], [-2.989, -2.074, -0.356], [-0.612, 2.196, -1.431], [-1.704, 1.390, -1.307], [-2.194, 0.403, -2.335], [-1.136, -0.337, -3.195], [0.111, -0.828, -2.498], [1.257, -0.094, -2.387], [1.428, 1.324, -2.891], [0.252, 2.334, -2.676], [-2.887, 0.907, -3.039], [-0.881, 0.294, -4.066], [-2.822, -0.336, -1.811], [-0.362, 2.349, -3.597], [-0.377, 2.904, -0.610], [-2.378, 1.540, -0.449], [0.720, 3.331, -2.620], [2.332, 1.746, -2.423], [2.172, -0.558, -1.963], [1.633, 1.319, -3.980], [-1.643, -1.218, -3.613], [0.111, -1.888, -2.194], [-0.245, 1.372, -6.404], [-0.327, 3.215, -6.499], [-1.576, 1.015, -7.639], [2.047, -0.426, -7.176], [1.206, 1.185, -7.561], [1.505, -1.369, -8.676], [3.706, 0.039, -7.846], [0.545, 3.641, -5.985], [-1.245, 3.547, -5.995], [-0.335, 3.544, -7.548], [-1.461, 1.657, -8.525], [-2.541, 1.229, -7.155], [-1.548, -0.043, -7.937], [3.631, 0.398, -8.882], [4.344, -0.853, -7.811], [4.142, 0.820, -7.211], [1.916, 2.015, -7.400], [0.861, 1.201, -8.611], [2.088, -2.301, -8.702], [1.701, -0.794, -9.593], [0.437, -1.615, -8.604], [2.604, 1.883, 0.641], [2.617, 2.581, 2.391], [3.586, 2.106, 3.308], [3.651, 2.632, 4.599], [2.762, 3.645, 4.989], [1.815, 4.143, 4.080], [1.740, 3.615, 2.791], [4.281, 1.332, 2.976], [4.403, 2.250, 5.292], [2.814, 4.053, 6.003], [1.136, 4.946, 4.374], [1.014, 3.992, 2.064]], "forces_ev_per_a": [[1.56, 1.20, 1.48], [0.85, -0.53, 0.28], [0.52, 0.17, 0.72], [-0.84, -0.43, -0.46], [-0.28, -0.74, -0.50], [-0.51, 0.70, 0.92], [-0.30, 0.31, -0.14], [0.01, 0.01, 0.18], [-0.11, -0.17, -0.02], [0.28, 0.11, -0.20], [-0.02, 0.38, 0.11], [0.21, -0.13, 0.07], [-0.13, -0.17, 0.08], [0.00, 0.07, -0.28], [0.46, 0.10, 0.08], [-0.02, 0.07, -0.24], [-0.17, -0.28, 0.06], [-0.14, 0.10, 0.21], [0.23, -0.16, -0.30], [0.03, 0.27, -0.14], [-0.16, -0.16, 0.04], [0.05, -0.06, 0.19], [-0.28, -0.08, -0.43], [0.18, 0.35, -0.06], [-0.13, -0.10, 0.12], [0.13, -0.17, 0.07], [-0.74, 0.02, -0.19], [0.37, 0.89, -0.39], [-0.33, -0.43, 0.04], [-0.37, 0.06, -0.38], [0.81, 0.36, -0.42], [-0.71, -0.58, -0.79], [0.36, 0.47, 0.26], [0.17, 0.27, -0.27], [0.27, -0.07, 0.38], [0.22, -0.35, 0.41], [0.16, 0.21, -0.15], [0.03, -0.15, 0.61], [-0.23, -0.35, -0.39], [0.40, -0.08, -0.13], [-0.18, -0.37, -0.03], [-0.28, -0.19, -0.15], [-0.43, 0.04, -0.22], [-0.09, -0.32, 0.43], [0.15, 0.23, 0.07], [0.16, 0.43, 0.07], [0.21, 0.82, -1.34], [-0.25, -0.04, 0.30], [-0.24, -0.11, 0.39], [0.48, 0.29, -1.03], [-0.16, -0.28, 0.48], [-0.03, -0.25, 0.33], [0.07, -0.23, 0.30], [-0.24, 0.01, -0.13], [0.22, 0.17, -0.17], [0.00, -0.01, 0.34], [-0.04, -0.24, 0.29], [0.15, -0.15, -0.32], [-0.09, 0.32, 0.07], [0.04, -0.07, 0.28], [0.03, 0.30, -0.08], [0.05, -0.19, -0.19], [-0.28, -0.32, 0.00], [0.19, 0.16, 0.42], [-0.28, 0.18, -0.11], [-0.09, -0.17, 0.27], [0.27, -0.03, -0.12], [-1.05, -0.85, -1.02], [0.10, 0.49, 1.67], [-0.44, 0.10, -0.46], [-0.26, 0.15, -0.16], [-0.01, -0.07, -0.20], [0.22, -0.26, 0.04], [0.24, -0.44, -0.34], [-0.14, 0.24, 0.22], [-0.25, 0.17, -0.18], [-0.02, -0.14, -0.42], [0.24, -0.27, -0.07], [0.22, 0.00, 0.33]], "lowdin_charge": [1.1161, -0.2641, -0.2679, -0.2989, -0.2777, -0.2927, -0.0023, 0.0820, 0.0902, 0.1220, 0.0278, 0.0947, 0.0797, 0.1236, 0.0097, 0.1237, 0.0624, 0.0978, 0.0096, 0.1240, 0.0971, 0.0867, 0.0085, 0.1243, 0.0824, 0.0819, -0.1596, -0.1425, -0.1354, -0.1555, -0.1218, -0.1776, -0.1541, -0.1388, 0.1519, 0.0345, 0.1053, 0.0933, 0.1228, 0.1296, 0.1377, 0.1009, 0.1402, 0.1167, 0.1370, 0.1180, 0.7903, -0.3167, -0.2970, 0.7544, -0.6044, -0.3202, -0.3298, 0.0331, 0.0354, 0.0508, 0.0499, 0.0365, 0.0335, 0.0481, 0.0369, 0.0303, 0.0483, 0.0559, 0.0398, 0.0463, 0.0254, 0.8355, -0.6535, -0.1329, -0.0557, -0.0492, -0.0631, -0.1346, 0.1061, 0.1191, 0.1194, 0.1175, 0.1012]}


{"formula": "C29H46O13S4", "method": "wB97M-V/def2-TZVPD", "total_energy_ha": -3703.42890, "largest_force_ha_per_bohr": 0.03278, "homo_ev": -9.3, "smiles": "CCOS(C)(=O)=O.CCOS(C)(=O)=O.CCOS(C)(=O)=O.O=S1(=O)OCCO1.c1ccccc1.c1ccccc1.c1ccccc1", "orbital_gap_ev": 9.45, "elements": ["C", "C", "O", "S", "O", "O", "O", "H", "H", "H", "H", "O", "S", "O", "O", "C", "C", "C", "H", "H", "H", "H", "H", "H", "H", "H", "O", "S", "O", "O", "C", "C", "C", "H", "H", "H", "H", "H", "H", "H", "H", "O", "S", "O", "O", "C", "C", "C", "H", "H", "H", "H", "H", "H", "H", "H", "C", "C", "C", "C", "C", "C", "H", "H", "H", "H", "H", "H", "C", "C", "C", "C", "C", "C", "H", "H", "H", "H", "H", "H", "C", "C", "C", "C", "C", "C", "H", "H", "H", "H", "H", "H"], "coordinates": [[2.451, 0.064, 3.608], [3.490, -0.651, 2.796], [4.133, -1.522, 3.738], [3.019, -2.086, 4.730], [3.519, -2.029, 6.046], [2.498, -3.290, 4.207], [1.941, -0.932, 4.515], [1.656, 0.564, 3.058], [2.861, 0.879, 4.219], [4.180, -0.026, 2.241], [2.981, -1.270, 2.047], [2.581, -0.385, -0.438], [1.161, -0.393, -0.551], [0.454, -1.428, -1.225], [0.551, -0.268, 0.900], [-0.719, -0.919, 1.159], [-0.504, -2.351, 1.602], [0.688, 1.173, -1.233], [-1.335, -0.928, 0.258], [-1.247, -0.325, 1.900], [0.202, -2.853, 0.943], [-1.456, -2.883, 1.563], [-0.116, -2.426, 2.620], [-0.376, 1.305, -1.058], [1.041, 1.218, -2.259], [1.237, 1.893, -0.625], [-2.154, 0.898, -7.010], [-1.544, 1.639, -5.962], [-2.320, 2.355, -5.009], [-0.628, 0.691, -5.096], [-0.007, -0.442, -5.771], [0.680, -1.245, -4.698], [-0.372, 2.744, -6.662], [0.704, -0.061, -6.505], [-0.775, -1.045, -6.250], [1.054, -2.162, -5.156], [0.005, -1.512, -3.886], [1.508, -0.715, -4.228], [0.161, 3.274, -5.878], [-0.955, 3.495, -7.197], [0.262, 2.220, -7.372], [2.830, 2.578, 0.995], [4.065, 3.142, 1.409], [4.846, 2.491, 2.414], [4.945, 3.289, 0.096], [6.182, 2.545, 0.012], [7.307, 3.283, 0.670], [3.898, 4.823, 1.848], [6.355, 2.403, -1.051], [6.065, 1.552, 0.445], [8.275, 2.839, 0.424], [7.301, 3.322, 1.759], [7.346, 4.323, 0.331], [3.634, 4.883, 2.903], [3.190, 5.371, 1.235], [4.878, 5.285, 1.740], [-2.682, -0.646, -2.239], [-3.460, 0.342, -1.646], [-4.507, -0.035, -0.811], [-4.802, -1.374, -0.604], [-3.993, -2.361, -1.167], [-2.942, -1.985, -1.989], [-1.911, -0.358, -2.942], [-3.332, 1.381, -1.923], [-5.152, 0.725, -0.385], [-5.691, -1.644, -0.048], [-4.257, -3.396, -1.001], [-2.343, -2.715, -2.520], [-1.856, 3.320, 0.508], [-0.864, 4.298, 0.562], [-0.040, 4.381, 1.667], [-0.209, 3.482, 2.719], [-1.186, 2.500, 2.675], [-2.020, 2.443, 1.570], [-2.617, 3.413, -0.258], [-0.713, 4.975, -0.271], [0.730, 5.131, 1.792], [0.375, 3.569, 3.629], [-1.315, 1.813, 3.500], [-2.825, 1.719, 1.493], [-3.828, -4.727, 2.069], [-3.315, -5.837, 2.734], [-3.957, -7.067, 2.640], [-5.196, -7.150, 2.012], [-5.695, -6.056, 1.314], [-5.024, -4.844, 1.379], [-3.385, -3.756, 2.246], [-2.373, -5.765, 3.265], [-3.482, -7.933, 3.081], [-5.698, -8.109, 1.969], [-6.620, -6.159, 0.763], [-5.441, -3.967, 0.899]], "forces_ev_per_a": [[0.17, 1.53, 0.69], [-0.90, -0.56, -1.11], [0.08, 0.29, 0.30], [0.21, 0.44, -0.43], [0.26, -0.03, 0.62], [-0.38, -0.59, -0.17], [-0.09, -0.12, -0.29], [-0.19, -0.71, -0.31], [0.38, -0.28, 0.03], [0.33, 0.12, 0.52], [0.08, -0.02, 0.06], [0.21, -0.42, 0.23], [-0.43, 1.37, -0.28], [0.05, -0.79, -0.57], [0.16, 0.08, 0.43], [-0.44, -0.66, -0.24], [0.08, 0.00, 0.38], [0.49, -0.10, 0.85], [0.15, 0.22, -0.08], [0.29, 0.15, 0.12], [-0.10, -0.03, -0.12], [0.03, -0.02, -0.04], [0.02, 0.11, -0.02], [-0.09, -0.01, -0.45], [-0.34, -0.04, -0.15], [-0.06, 0.10, -0.09], [-0.21, -0.31, -0.39], [0.22, 0.38, 0.47], [-0.22, 0.17, 0.13], [0.06, -0.32, -0.15], [0.09, -0.05, 0.57], [0.18, -0.15, 0.13], [-0.27, 0.55, -0.30], [-0.05, -0.05, -0.12], [-0.08, 0.20, -0.15], [0.10, -0.01, 0.13], [-0.14, -0.06, -0.14], [0.07, 0.05, -0.19], [0.19, -0.28, 0.09], [-0.05, -0.14, -0.10], [0.15, -0.02, 0.13], [-0.74, -0.05, 0.20], [0.60, -0.20, -0.63], [0.00, -0.12, 0.30], [-0.12, 0.02, 0.05], [0.24, -0.45, 0.21], [0.94, 0.68, 0.19], [0.28, 0.80, 0.32], [-0.07, 0.20, -0.07], [-0.20, 0.05, 0.03], [-0.13, -0.10, -0.22], [-0.51, -0.24, -0.02], [-0.03, -0.09, -0.15], [-0.22, -0.16, -0.05], [-0.13, -0.27, -0.12], [0.02, -0.10, -0.01], [-0.13, 0.39, -0.02], [-0.18, -0.32, -0.09], [-0.20, 0.27, -0.13], [0.29, -0.10, -0.01], [-0.45, 0.27, 0.04], [0.23, -0.10, -0.28], [0.06, -0.05, 0.05], [0.18, 0.02, 0.14], [0.02, -0.01, 0.00], [0.11, -0.04, 0.16], [0.21, -0.08, -0.10], [-0.02, -0.16, 0.24], [-0.18, 0.88, 0.42], [0.21, -0.12, -0.25], [0.14, -0.42, 0.69], [-0.10, 0.02, 0.31], [0.05, 0.11, -0.22], [-0.33, -0.27, -0.51], [0.20, -0.46, -0.24], [-0.17, 0.07, 0.04], [-0.06, 0.12, -0.34], [0.19, 0.05, -0.16], [0.00, 0.01, 0.03], [0.05, -0.04, 0.21], [-0.32, -0.20, 0.95], [0.26, -0.09, -0.55], [-0.13, 0.39, 0.27], [0.56, -0.32, -0.57], [-0.05, -0.18, 0.47], [-0.09, 0.27, -0.31], [0.11, 0.01, -0.33], [-0.03, 0.04, 0.03], [-0.21, -0.07, 0.11], [-0.10, 0.06, 0.00], [-0.03, 0.13, 0.01], [-0.03, -0.05, -0.04]], "lowdin_charge": [-0.1635, -0.1646, -0.1728, 0.5747, -0.2138, -0.2203, -0.1874, 0.1152, 0.1324, 0.1188, 0.1183, -0.2652, 0.5437, -0.2755, -0.2617, -0.2319, -0.0394, -0.0908, 0.0957, 0.1067, 0.0832, 0.0596, 0.0781, 0.0585, 0.0702, 0.0444, -0.2622, 0.5308, -0.2689, -0.2735, -0.2405, -0.0612, -0.1267, 0.1182, 0.1186, 0.0891, 0.0608, 0.0809, 0.0754, 0.0769, 0.0691, -0.2601, 0.5529, -0.2710, -0.2487, -0.2471, -0.0804, -0.1172, 0.1260, 0.1182, 0.0845, 0.0763, 0.0836, 0.0810, 0.0706, 0.0739, -0.0983, -0.0885, -0.1008, -0.0954, -0.0875, -0.0875, 0.0857, 0.0990, 0.1007, 0.0957, 0.0883, 0.1076, -0.0977, -0.0891, -0.0969, -0.0913, -0.0937, -0.1005, 0.1011, 0.1040, 0.0905, 0.1038, 0.1063, 0.0994, -0.0934, -0.0884, -0.0931, -0.0946, -0.0906, -0.1062, 0.0874, 0.1022, 0.1000, 0.0992, 0.1006, 0.0804]}